54
Properties=species:S:1:pos:R:3:forces:R:3 method="wB97M-V/def2-TZVPD" total_charge=0 energy_ev=-49195.0354 e_lumo_ha=0.0008 smiles="O=C(Nc1ccc2c(c1)OCO2)C1CCN(C(=O)CSc2ncnc3ccccc23)CC1" de_lowest_kcal_mol=20.5 homo_lumo_gap_ev=7.69
O 1.551 2.781 -0.027 -0.18 0.31 -0.25
C 1.968 1.771 0.500 0.54 -0.25 0.25
N 1.188 0.812 1.058 0.14 -0.30 0.20
C -0.204 0.794 1.211 -0.53 0.25 0.01
C -1.008 1.885 0.908 0.30 0.11 -0.05
C -2.386 1.838 1.093 -0.36 -0.39 0.28
C -2.923 0.677 1.588 0.40 -0.28 0.11
C -2.117 -0.421 1.893 -0.14 0.64 -0.10
C -0.758 -0.393 1.718 -0.29 -0.08 0.15
O -2.897 -1.443 2.364 0.52 -0.07 -0.14
C -4.214 -0.940 2.391 -1.01 -0.50 0.47
O -4.232 0.367 1.862 0.14 0.35 -0.18
C 3.482 1.527 0.567 0.07 0.17 -0.07
C 3.984 1.107 -0.822 -0.11 -0.01 0.08
C 3.349 -0.220 -1.251 0.08 0.15 -0.56
N 3.203 -1.104 -0.109 0.19 -0.02 0.15
C 2.259 -2.061 0.029 0.07 0.12 -0.31
O 2.040 -2.595 1.103 -0.23 -0.25 0.28
C 1.522 -2.508 -1.221 -0.57 0.07 0.13
S -0.277 -2.551 -0.949 0.16 -0.35 -0.02
C -0.738 -0.940 -1.440 0.41 0.15 -0.21
N 0.199 -0.104 -1.828 -0.17 -0.56 0.14
C -0.195 1.117 -2.223 -0.06 0.30 -0.17
N -1.407 1.569 -2.275 -0.09 0.57 -0.21
C -2.396 0.737 -1.877 0.15 -0.76 0.15
C -3.732 1.175 -1.900 -0.20 -0.09 0.04
C -4.736 0.330 -1.511 0.10 0.27 -0.12
C -4.452 -0.977 -1.089 0.15 -0.34 0.09
C -3.160 -1.430 -1.043 -0.19 -0.05 0.03
C -2.113 -0.583 -1.436 0.01 0.62 -0.24
C 4.136 -0.878 0.978 0.19 -0.17 0.42
C 3.973 0.513 1.608 0.01 -0.09 -0.12
H 1.635 -0.033 1.382 0.05 0.20 -0.03
H -0.556 2.779 0.514 0.01 0.00 -0.01
H -3.008 2.684 0.855 -0.09 0.14 -0.05
H -0.147 -1.250 1.952 0.13 -0.14 0.02
H -4.580 -0.921 3.432 0.15 0.04 -0.23
H -4.868 -1.591 1.791 0.18 0.14 0.06
H 3.904 2.512 0.791 -0.16 -0.10 -0.02
H 3.723 1.874 -1.552 0.06 -0.01 -0.02
H 5.072 1.026 -0.791 0.02 0.05 -0.01
H 3.968 -0.692 -2.027 -0.07 0.07 0.00
H 2.356 -0.015 -1.659 0.21 -0.11 0.03
H 1.794 -3.550 -1.400 0.04 0.07 0.01
H 1.711 -1.910 -2.105 0.10 -0.08 0.00
H 0.600 1.784 -2.530 0.06 0.10 -0.01
H -3.929 2.182 -2.230 -0.02 0.12 -0.04
H -5.762 0.665 -1.526 -0.08 0.05 -0.01
H -5.265 -1.627 -0.799 -0.04 -0.07 0.03
H -2.924 -2.430 -0.709 -0.12 -0.10 0.05
H 5.147 -0.988 0.572 -0.04 0.01 0.04
H 3.976 -1.663 1.720 0.11 0.11 -0.15
H 3.298 0.482 2.464 0.04 -0.01 0.04
H 4.946 0.831 1.985 -0.03 0.01 0.04

83
Properties=species:S:1:pos:R:3:forces:R:3 method="wB97M-V/def2-TZVPD" total_charge=0 energy_ev=-74651.2981 e_lumo_ha=-0.0575 de_lowest_kcal_mol=0.0 homo_lumo_gap_ev=5.48
Li 0.061 -2.701 1.515 -0.34 -0.09 0.21
Li -3.399 1.416 0.175 0.93 -0.48 0.00
S -0.449 0.040 0.000 -2.72 -2.02 -4.32
O -0.230 -1.296 0.498 0.04 -2.48 0.60
O 0.186 0.931 0.831 3.48 4.61 3.88
O -0.057 0.147 -1.393 -0.03 -0.12 0.43
O -1.905 0.358 0.066 -1.98 0.14 0.12
C -1.696 -1.924 3.454 4.90 2.44 4.66
O -0.923 -3.166 3.274 0.26 -0.49 3.07
H -1.258 -1.022 2.976 -0.38 -1.20 -0.77
H -1.589 -1.418 4.592 -0.18 -1.96 -2.49
H -2.656 -2.121 3.337 -4.23 -0.59 -1.16
H -0.855 -3.675 4.219 -0.23 2.02 -3.66
C 1.724 -4.499 -4.460 0.39 1.93 5.74
C 1.159 -3.257 -4.567 1.30 -1.44 3.76
C 0.988 -2.479 -3.419 -1.68 2.62 1.29
C 1.346 -2.919 -2.152 1.11 -3.39 -3.66
C 1.923 -4.254 -2.027 0.49 3.68 1.32
C 2.173 -4.949 -3.132 -1.61 -1.09 -3.57
O 2.606 -6.243 -3.020 -0.98 0.32 -4.00
O 0.273 -1.205 -3.561 1.07 -5.25 -4.13
H 1.882 -5.084 -5.238 0.59 -2.68 -3.52
H 0.773 -2.951 -5.422 -1.46 1.55 -3.88
H 1.097 -2.309 -1.401 -0.53 2.00 3.11
H 2.539 -4.559 -1.171 -0.96 0.13 0.34
H 3.003 -6.353 -2.218 1.67 -0.57 3.46
H 0.326 -0.654 -2.844 0.48 1.52 3.17
C 2.151 4.037 0.560 1.96 0.65 1.08
C 2.649 5.364 0.283 -0.42 -3.55 1.27
C 3.808 5.808 0.883 0.27 -0.65 0.29
C 4.584 4.921 1.750 0.15 3.07 -1.35
C 4.117 3.656 1.907 -0.69 1.39 -0.93
C 2.934 3.189 1.354 -1.55 0.16 -0.89
O 2.633 1.888 1.592 -1.15 -1.39 0.05
O 4.254 7.069 0.621 0.31 1.20 -0.44
H 1.206 3.688 0.187 -0.15 -0.04 -0.39
H 2.086 5.736 -0.519 -0.31 1.78 -0.76
H 5.598 5.284 2.183 -2.05 -0.70 -0.82
H 4.756 3.047 2.398 1.49 -2.36 1.71
H 1.743 1.503 1.272 1.74 1.55 0.27
H 3.682 7.570 -0.014 0.56 -1.09 0.92
C -1.439 3.438 -4.411 2.69 2.55 -0.96
C -0.646 2.545 -3.689 -0.76 -1.38 0.27
C 0.734 2.473 -3.773 0.70 -1.61 0.72
C 1.429 3.329 -4.639 1.99 1.29 0.75
C 0.757 4.377 -5.278 -0.76 1.37 -0.30
C -0.710 4.414 -5.206 2.06 -0.95 1.09
O -1.206 5.522 -5.812 3.18 0.04 -0.28
O 1.416 1.505 -2.976 1.01 2.79 -3.05
H -2.438 3.670 -4.100 -0.62 -0.33 -0.36
H -1.119 1.739 -3.082 0.21 0.91 -0.31
H 2.587 3.398 -4.614 -2.17 -0.53 -0.04
H 1.393 5.367 -5.719 -2.13 -3.19 0.99
H -2.104 5.593 -5.811 -3.84 -0.01 0.19
H 0.846 1.114 -2.340 -1.12 -0.30 1.05
C -3.767 -5.325 -0.211 -1.62 -2.27 1.83
C -3.884 -4.187 0.545 2.00 2.35 -2.30
C -3.277 -2.945 0.115 -1.70 -5.33 -0.14
C -2.584 -2.976 -1.053 1.67 0.39 -1.89
C -2.355 -4.162 -1.770 -1.45 -2.48 1.71
C -2.966 -5.408 -1.347 0.39 2.83 0.09
O -2.669 -6.511 -2.077 -0.40 -1.02 0.50
O -3.368 -1.841 0.778 -2.67 0.14 3.62
H -4.428 -6.120 0.417 2.01 0.80 -2.51
H -4.366 -4.415 1.420 -1.25 0.76 2.27
H -2.137 -1.981 -1.327 -0.15 -1.31 -0.30
H -1.656 -4.421 -2.525 0.64 1.07 -1.00
H -2.958 -7.306 -1.583 0.21 0.65 -0.48
H -2.854 -1.264 0.306 2.37 3.33 -1.41
C 0.405 0.166 5.868 0.98 -0.18 -4.88
C 0.272 0.688 4.566 -0.71 0.57 0.20
C -0.763 1.632 4.190 2.99 -1.60 -1.10
C -1.580 2.043 5.205 -0.09 -0.59 1.67
C -1.516 1.472 6.509 -2.00 0.06 -0.70
C -0.627 0.437 6.672 -0.30 -0.30 5.49
O -0.566 -0.218 7.946 5.34 0.97 -3.17
O -0.747 2.155 2.897 -1.09 -0.37 0.80
H 1.247 -0.539 5.846 -0.74 0.10 1.41
H 0.986 0.248 3.875 -0.11 0.76 -0.49
H -2.301 2.787 5.105 -1.09 1.27 -0.69
H -2.358 1.703 7.314 2.18 -0.40 -1.82
H -1.379 -0.324 8.252 -5.63 -0.61 2.20
H -0.545 1.510 2.147 0.24 0.65 1.31

84
Properties=species:S:1:pos:R:3:forces:R:3 method="wB97M-V/def2-TZVPD" total_charge=+2 energy_ev=-115754.1984 e_lumo_ha=-0.2370 de_lowest_kcal_mol=0.0 homo_lumo_gap_ev=7.83
Sn -0.759 -0.087 -0.824 0.26 -0.09 -0.59
C 0.915 -0.125 1.958 -0.01 -1.26 -0.33
N 1.445 -1.167 1.031 0.02 0.95 -0.04
C 2.535 -0.643 0.148 -1.33 -1.59 -0.42
P 1.782 0.304 -1.255 -0.36 0.02 0.46
C 2.268 -0.450 -2.800 0.22 0.32 0.31
C 2.602 0.284 -3.919 -0.13 -0.90 -1.62
C 2.894 -0.426 -5.113 0.32 1.68 0.98
C 3.127 -1.781 -5.085 -0.74 -0.07 -0.60
C 2.823 -2.503 -3.960 -0.54 -0.04 1.41
C 2.335 -1.826 -2.851 0.17 -1.63 1.29
C 2.202 2.033 -1.209 0.45 -0.74 0.10
C 3.039 2.490 -0.199 0.10 0.28 1.33
C 3.364 3.842 -0.171 0.67 -0.70 0.13
C 3.020 4.643 -1.251 1.14 1.80 2.26
C 2.229 4.190 -2.239 -1.42 0.50 -2.20
C 1.786 2.872 -2.219 -0.36 0.55 -1.13
C 1.912 -2.383 1.679 -0.52 -0.02 -0.60
C 2.870 -2.323 2.669 0.46 -0.32 0.27
C 3.396 -3.500 3.190 -0.90 -0.68 0.24
C 2.833 -4.737 2.803 0.88 0.35 0.07
C 1.928 -4.762 1.746 -0.41 -1.22 0.65
C 1.455 -3.602 1.183 1.15 0.56 1.21
P -0.919 -0.068 1.632 0.18 -0.89 0.87
C -1.650 -1.579 2.339 0.01 0.39 0.41
C -1.876 -2.681 1.508 -0.18 -0.61 1.48
C -2.331 -3.859 2.100 -0.52 -0.47 0.13
C -2.650 -3.877 3.469 0.29 -0.59 -1.47
C -2.461 -2.787 4.291 -0.21 -0.29 -0.01
C -1.927 -1.642 3.743 0.31 0.28 -0.74
C -1.632 1.429 2.219 1.30 0.28 -0.03
C -2.926 1.832 1.978 -1.19 0.44 1.57
C -3.334 3.039 2.571 0.01 -0.42 -1.25
C -2.406 3.880 3.134 -1.05 0.35 0.66
C -1.103 3.496 3.316 0.03 -0.43 -0.32
C -0.697 2.257 2.856 0.85 0.00 0.17
H 1.383 0.823 1.762 0.11 0.50 -0.15
H 1.138 -0.424 2.986 -0.30 0.24 0.04
H 2.938 -1.582 -0.268 0.21 0.69 -0.18
H 3.320 -0.154 0.682 0.55 0.50 0.30
H 2.595 1.351 -3.933 -0.02 0.36 -0.06
H 2.990 0.179 -6.011 0.26 -0.33 0.02
H 3.390 -2.299 -5.976 0.37 -0.22 -0.59
H 2.888 -3.579 -3.861 0.21 0.01 -0.43
H 2.096 -2.420 -1.934 0.09 0.46 -0.99
H 3.378 1.823 0.625 -0.25 0.71 -0.80
H 3.961 4.248 0.647 -0.16 -0.15 -0.28
H 3.351 5.696 -1.168 -0.31 -0.67 -0.49
H 1.911 4.920 -3.036 0.31 -1.15 0.76
H 1.161 2.521 -3.047 0.11 0.15 0.52
H 3.227 -1.381 3.074 0.02 0.06 -0.21
H 4.150 -3.429 3.967 -0.10 -0.20 -0.08
H 3.130 -5.671 3.305 -0.05 0.59 -0.39
H 1.475 -5.715 1.423 0.46 0.50 0.17
H 0.732 -3.684 0.438 -1.08 0.26 -1.25
H -1.669 -2.704 0.467 0.15 0.30 -0.84
H -2.514 -4.797 1.515 0.29 1.17 0.46
H -3.021 -4.815 3.821 -0.28 -0.28 0.55
H -2.750 -2.855 5.340 0.28 0.19 -0.27
H -1.717 -0.864 4.465 0.06 0.54 -0.48
H -3.666 1.171 1.563 -0.02 -0.08 -0.26
H -4.349 3.407 2.539 -0.21 -0.38 -0.26
H -2.806 4.811 3.533 0.48 -0.04 -0.04
H -0.493 4.174 3.844 1.09 0.43 0.40
H 0.358 1.901 2.959 -1.21 0.70 0.25
F -5.943 0.625 -3.165 0.15 -0.44 0.24
C -4.990 -0.106 -2.614 0.73 1.49 -0.04
F -4.155 -0.547 -3.540 -0.07 0.09 -0.06
F -5.425 -1.074 -1.889 -1.02 -1.32 0.45
S -4.041 0.968 -1.402 -0.83 0.84 0.72
O -3.023 0.097 -0.798 1.12 -0.44 -0.09
O -4.865 1.554 -0.394 -0.31 -0.25 -0.83
N -3.454 1.997 -2.411 0.47 0.55 -0.67
S -2.052 2.593 -2.556 0.90 0.98 -0.47
O -1.697 3.150 -3.826 -0.69 -0.64 0.95
O -0.974 1.685 -2.018 -0.01 -1.22 0.07
C -1.846 3.950 -1.279 0.00 0.16 -0.19
F -0.991 4.863 -1.691 0.15 -0.08 -0.29
F -1.335 3.353 -0.201 -0.16 0.13 0.56
F -2.989 4.526 -0.992 -0.27 -0.17 0.11
F -2.432 -2.119 -2.113 0.36 0.05 0.14
C -1.121 -1.740 -2.162 -0.92 -0.51 -1.02
F -0.395 -2.873 -1.974 0.19 0.52 0.25
H -0.948 -1.334 -3.172 0.18 -0.36 0.09

22
Properties=species:S:1:pos:R:3:forces:R:3 method="wB97M-V/def2-TZVPD" total_charge=+1 energy_ev=-8964.8153 e_lumo_ha=-0.2307 de_lowest_kcal_mol=98.3 homo_lumo_gap_ev=6.71
C 2.353 -0.785 0.088 -1.56 0.21 0.11
C 2.408 0.786 0.118 -0.44 -1.03 -1.91
C 1.230 1.560 0.483 0.17 0.51 1.05
C -3.621 -1.224 0.651 0.29 -0.27 0.20
C -2.891 -0.513 -0.198 -0.36 0.29 -0.21
C -1.580 0.029 0.149 -1.15 -0.17 0.62
C -0.941 0.909 -0.584 -0.53 0.19 -0.23
N 1.334 -1.351 -0.783 0.65 0.22 0.35
H 3.278 -1.121 -0.337 0.68 -0.14 0.40
H 2.183 -1.156 1.095 0.34 -0.12 0.18
H 2.702 1.049 -0.903 0.14 0.42 0.15
H 3.208 1.128 0.782 -0.04 0.10 0.35
H 1.181 2.566 0.086 -0.05 0.20 0.09
H 0.746 1.428 1.456 0.15 -0.04 -0.22
H -4.564 -1.656 0.354 -0.14 0.14 0.03
H -3.276 -1.439 1.654 0.04 -0.09 0.04
H -3.314 -0.282 -1.160 0.13 0.03 -0.36
H -1.275 -0.299 1.135 0.70 -0.11 -0.07
H -1.283 1.526 -1.409 0.26 -0.34 -0.18
H 1.665 -1.447 -1.726 -0.27 0.00 -0.30
H 0.396 -0.992 -0.719 0.18 -0.06 -0.12
H 0.062 1.285 -0.234 0.83 0.04 0.05

11
Properties=species:S:1:pos:R:3:forces:R:3 method="wB97M-V/def2-TZVPD" total_charge=0 energy_ev=-8670.1264 e_lumo_ha=0.0237 smiles="[H]/N=C(/N)ON=C" de_lowest_kcal_mol=81.1 homo_lumo_gap_ev=9.89
H -1.601 -1.853 -0.320 1.13 -3.00 0.07
N -1.988 -0.989 -0.188 0.21 3.69 -0.08
C -1.053 -0.126 0.033 -2.30 -2.86 1.02
N -1.320 1.170 0.186 -1.08 1.14 0.46
O 0.188 -0.505 0.454 0.42 1.13 -1.92
N 1.113 0.416 -0.224 3.12 -2.56 1.35
C 2.261 -0.187 -0.044 -4.00 -1.80 1.76
H -2.307 1.353 0.084 0.21 0.25 -0.36
H -0.672 1.782 -0.241 0.46 0.86 -0.17
H 3.214 0.143 -0.287 1.22 1.11 -0.88
H 2.164 -1.204 0.546 0.60 2.04 -1.26

38
Properties=species:S:1:pos:R:3:forces:R:3 method="wB97M-V/def2-TZVPD" total_charge=0 energy_ev=-110527.0449 e_lumo_ha=-0.0194 smiles=Cc1c(Br)c(S)c2nc(CCC(F)(F)F)cnc2c1CCCF homo_lumo_gap_ev=8.07
C 0.898 4.043 -1.186 -0.13 -0.43 -0.29
C 0.704 2.553 -1.058 -0.09 -0.09 0.08
C 1.353 1.726 -2.028 -0.38 -0.46 0.50
Br 2.406 2.552 -3.358 0.11 -0.09 -0.07
C 1.241 0.354 -1.995 0.67 0.15 -0.48
S 1.988 -0.702 -3.214 -0.19 -0.32 -0.15
C 0.474 -0.261 -0.971 -0.01 -0.31 -0.18
N 0.371 -1.619 -0.940 -0.02 0.35 0.10
C -0.320 -2.128 0.039 -0.04 -0.29 -0.26
C -0.411 -3.625 0.126 0.54 0.16 -0.27
C 0.858 -4.218 0.774 -0.50 0.52 -0.05
C 1.993 -4.480 -0.184 0.10 -0.33 0.42
F 2.760 -3.409 -0.379 0.19 0.35 -0.11
F 1.584 -4.912 -1.376 -0.11 -0.16 -0.39
F 2.798 -5.443 0.326 0.07 -0.02 -0.01
C -0.952 -1.316 1.001 -0.18 0.17 0.39
N -0.886 -0.018 1.000 0.20 -0.11 -0.28
C -0.162 0.536 -0.012 0.05 0.36 0.08
C -0.047 1.952 -0.062 0.19 0.43 -0.08
C -0.752 2.736 1.014 -0.47 0.03 0.01
C -2.296 2.574 1.016 0.31 0.23 0.33
C -2.848 1.893 2.260 0.03 -0.19 -0.17
F -3.834 0.973 1.908 -0.17 -0.09 -0.04
H 1.909 4.302 -0.883 0.06 0.22 0.20
H 0.157 4.626 -0.666 -0.04 0.11 0.35
H 0.822 4.309 -2.234 -0.03 0.15 -0.15
H 3.285 -0.433 -3.004 -0.09 0.28 0.14
H -0.497 -3.971 -0.897 -0.15 -0.31 -0.10
H -1.290 -3.930 0.679 -0.15 -0.04 0.15
H 0.637 -5.135 1.301 -0.04 -0.30 -0.02
H 1.226 -3.499 1.498 0.20 -0.06 0.29
H -1.526 -1.791 1.785 -0.12 0.00 0.18
H -0.367 2.458 1.992 0.13 -0.21 0.11
H -0.533 3.784 0.914 0.21 0.28 -0.07
H -2.746 3.561 0.967 -0.08 0.13 -0.28
H -2.610 2.019 0.141 -0.15 -0.16 -0.13
H -2.069 1.339 2.771 0.09 -0.07 0.13
H -3.318 2.600 2.936 -0.02 0.13 0.15

24
Properties=species:S:1:pos:R:3:forces:R:3 method="wB97M-V/def2-TZVPD" total_charge=+1 energy_ev=-12052.3547 e_lumo_ha=-0.1206 de_lowest_kcal_mol=44.5 homo_lumo_gap_ev=9.00
C 0.278 2.626 -0.900 2.50 1.86 0.02
N 1.122 1.376 -1.014 0.80 -0.05 0.69
H 0.515 0.571 -0.881 -0.33 -0.63 -0.76
H 1.729 1.318 -1.868 -0.96 -0.05 0.86
H 1.727 1.213 -0.185 -0.11 0.58 -0.47
H 0.769 3.350 -0.173 -0.92 -1.30 -0.45
H -0.728 2.370 -0.684 -0.69 -0.16 0.32
H 0.391 3.175 -1.834 -0.45 -0.31 -0.18
C -1.093 -2.360 -1.506 0.40 0.67 -0.71
C 0.087 0.147 1.704 3.90 -0.47 1.25
C -1.190 0.227 1.289 -1.08 -0.20 1.03
C 1.056 -0.832 1.258 -0.21 -1.30 -0.83
C -1.602 -0.701 0.273 -1.22 3.41 3.06
C 0.559 -1.776 0.300 1.23 1.29 1.22
C -0.725 -1.564 -0.283 1.09 -2.60 -0.25
O 0.487 1.075 2.636 2.02 -0.58 2.33
H 1.176 0.712 3.343 -2.19 0.89 -2.48
H -1.813 0.899 2.036 0.73 -1.42 -2.31
H 2.178 -0.963 1.620 -2.75 0.57 -0.38
H -2.684 -0.549 0.278 0.06 -1.02 -1.72
H 1.219 -2.671 0.083 -1.02 1.27 -0.30
H -1.315 -3.410 -1.476 -0.47 -0.52 0.99
H -0.159 -2.414 -2.129 -1.22 0.73 -0.19
H -1.987 -1.818 -1.885 0.90 -0.65 -0.75

13
Properties=species:S:1:pos:R:3:forces:R:3 method="wB97M-V/def2-TZVPD" total_charge=0 energy_ev=-12076.7066 e_lumo_ha=-0.0307 smiles="C=C(C=O)C(=O)CF" de_lowest_kcal_mol=27.3 homo_lumo_gap_ev=9.35
C -1.285 1.566 -0.475 1.23 0.18 1.17
C -0.596 0.543 0.045 0.33 0.44 -0.29
C -1.309 -0.704 0.382 -0.76 -1.82 -0.70
O -2.485 -0.925 0.128 1.33 0.61 0.53
C 0.902 0.649 0.178 -0.34 -0.10 -0.56
O 1.439 1.739 0.187 0.07 -1.23 0.23
C 1.732 -0.690 0.195 0.01 1.23 -0.43
F 1.216 -1.743 -0.574 0.13 0.95 0.59
H -2.317 1.383 -0.597 -1.10 0.25 -0.35
H -0.818 2.554 -0.566 -0.25 -0.54 -0.47
H -0.674 -1.546 0.784 -0.52 0.70 0.07
H 2.723 -0.423 -0.155 0.08 -0.11 -0.34
H 1.852 -0.975 1.225 -0.22 -0.54 0.54